# 1
ORCA calculation (wB97M-V/def2-TZVPD) on 29 unconnected molecules or ions with the total composition C7H70BIO31.

## Properties
Net charge: -2
HOMO (eV): -0.94
Frontier orbital gap (eV): 3.91
Lowest unoccupied orbital energy (eV): 2.969

Positions of all 110 atoms, in Å:
1 C -1.001643 1.941189 1.059952
2 C -1.484237 0.918619 0.047741
3 C -0.345650 0.459581 -0.850791
4 I -1.130422 -0.517171 -2.676260
5 B 0.863091 -0.429601 -0.183879
6 C 0.450271 -1.891160 0.438196
7 C -0.298840 -1.949458 1.783639
8 C -1.739597 -2.543512 1.687390
9 O -0.350648 -0.706790 2.481163
10 C 1.793771 0.503037 0.808581
11 O 1.979403 1.729437 0.520264
12 O 2.343144 -0.039803 1.828294
13 H -0.662177 2.866832 0.596084
14 H -1.881473 2.226247 1.653576
15 H -0.276696 1.548027 1.765080
16 H -2.249584 1.397831 -0.575937
17 H -2.003473 0.104945 0.558506
18 H 0.143399 1.360935 -1.231528
19 H 1.617299 -0.645580 -1.120251
20 H -0.149390 -2.423934 -0.312097
21 H 1.362497 -2.483941 0.534948
22 H 0.229284 -2.658297 2.427361
23 H -1.818283 -3.360177 2.414182
24 H -1.997456 -2.879086 0.684265
25 H -2.473537 -1.795948 2.003212
26 H -0.313207 -0.821628 3.432410
27 O 0.900283 -4.477521 3.555480
28 H 0.929170 -5.439360 3.523498
29 H 1.664515 -4.228064 4.086223
30 O -3.952438 0.915453 2.528733
31 H -4.807842 1.350235 2.607326
32 H -3.676411 0.727318 3.429700
33 O 1.926815 1.447290 -4.065191
34 H 2.672872 1.643964 -3.489146
35 H 1.309889 1.003384 -3.466152
36 O -6.320110 1.980586 1.327866
37 H -6.675658 2.557287 0.644315
38 H -5.741099 1.374085 0.843057
39 O 4.840229 -1.715712 0.633839
40 H 5.347915 -1.894773 1.429368
41 H 4.136766 -1.115850 0.936261
42 O -1.856939 2.805039 -2.689213
43 H -2.186134 3.302348 -3.446177
44 H -1.260057 2.158343 -3.104077
45 O -1.644447 -5.666276 1.243645
46 H -1.598730 -6.629214 1.236462
47 H -0.902456 -5.399025 1.797076
48 O -1.528784 3.105402 -5.494368
49 H -0.612875 3.025466 -5.203205
50 H -1.449955 3.356470 -6.420463
51 O 2.584001 -2.678439 -1.715171
52 H 2.587807 -3.636606 -1.827706
53 H 3.309902 -2.498584 -1.103846
54 O -4.575128 -5.545904 1.724977
55 H -4.462200 -4.880173 2.409726
56 H -3.666511 -5.722779 1.440061
57 O 0.725140 4.821796 1.393495
58 H 1.125466 3.938062 1.485443
59 H 1.331341 5.421687 1.840899
60 O 3.742908 -2.926121 -4.662017
61 H 4.330400 -3.534706 -4.205507
62 H 3.302527 -2.459406 -3.932790
63 O -9.269458 1.172015 1.930870
64 H -9.134854 1.696581 2.724967
65 H -8.364999 0.913561 1.690790
66 O -3.520025 5.268243 -1.645776
67 H -3.829726 5.777203 -2.400050
68 H -2.938392 4.598699 -2.034844
69 O 2.820846 -5.775224 -2.758167
70 H 2.639858 -6.655630 -2.411728
71 H 2.829391 -5.874990 -3.715078
72 O 0.059073 4.448863 -7.391476
73 H 0.884066 4.731452 -6.982159
74 H -0.391272 5.269464 -7.617009
75 O 3.993995 3.787508 0.936353
76 H 3.495315 2.959924 1.083919
77 H 3.478328 4.434480 1.426443
78 O -0.529485 2.327888 -9.710125
79 H -0.478801 2.895171 -8.931581
80 H 0.376256 2.033640 -9.840838
81 O 2.200504 -8.759081 -1.578122
82 H 2.027371 -9.622463 -1.192905
83 H 2.188952 -8.905630 -2.529453
84 O 2.062702 5.216990 -1.266686
85 H 2.784465 4.726700 -0.838171
86 H 1.517692 5.538139 -0.538964
87 O 7.361369 -3.007279 1.944422
88 H 8.313305 -2.993381 2.075796
89 H 7.237016 -2.668703 1.048674
90 O -8.910336 -1.128146 0.261121
91 H -9.582245 -1.811059 0.329342
92 H -9.268759 -0.379253 0.755311
93 O 3.416663 6.554769 0.906541
94 H 4.344835 6.776496 1.024315
95 H 3.234942 6.768950 -0.014663
96 O -1.501718 -7.953231 3.065521
97 H -0.875518 -8.506433 3.541667
98 H -1.933554 -7.422271 3.743442
99 O -1.025273 0.335580 5.094072
100 H -0.147889 0.678807 5.307976
101 H -1.545671 1.122850 4.910686
102 O 3.638493 -0.850707 4.240813
103 H 3.169643 -0.365835 3.531466
104 H 4.284687 -1.375765 3.764540
105 O 2.225521 8.642020 -1.410511
106 H 2.017685 7.697838 -1.473661
107 H 1.367305 9.069135 -1.483883
108 O 2.449009 1.055162 6.295104
109 H 2.917034 0.626119 5.562124
110 H 2.567214 1.993835 6.124321

Forces on atoms 1 to 2 (eV/Å):
-0.85 0.42 0.62
-0.48 0.01 -0.80

# 2
ORCA calculation (wB97M-V/def2-TZVPD) on a molecular structure, C7H7AsBF2O3PtS5.

## Properties
Net charge: -1
HOMO (spin up / spin down) (eV): -4.88 / -5.80
Relative energy (zero: lowest compared OMol25 entry of this formula, charge and spin) (kJ/mol): 12.4
Frontier orbital gap (spin up / spin down) (eV): 7.41 / 6.02
2S+1: 5
Lowest unoccupied orbital energy (spin up / spin down) (eV): 2.531 / 0.222

Positions of all 27 atoms, in Å:
1 Pt 1.807117 1.648703 -0.742959
2 S 6.236483 2.417167 -2.896816
3 As 4.800195 2.578547 -1.354204
4 S 2.801378 3.308031 -1.984186
5 S 4.132313 0.834645 -0.297783
6 S 5.957486 4.044328 -0.367682
7 C -3.019285 -2.613952 2.453754
8 C -2.310542 -1.949328 1.304624
9 C -0.978211 -2.225739 1.028231
10 C -0.326427 -1.619160 -0.037550
11 C -1.016099 -0.726195 -0.838484
12 C -2.347143 -0.429073 -0.574426
13 C -2.984137 -1.041041 0.489543
14 S -0.224331 0.055914 -2.221034
15 O -0.554617 -0.703204 -3.394309
16 O 1.245551 -0.065705 -1.887067
17 O -0.621237 1.448357 -2.191518
18 H -2.310611 -3.097158 3.125783
19 H -3.713824 -3.376884 2.094992
20 H -3.596590 -1.890010 3.030351
21 H -0.434703 -2.917574 1.661346
22 H 0.715676 -1.823320 -0.240815
23 H -2.863573 0.294865 -1.190901
24 H -4.019841 -0.800822 0.702816
25 F 0.067076 2.775852 1.490225
26 B 1.317796 2.642340 1.038785
27 F 2.240100 3.230414 1.799285

Forces on atoms 1 to 2 (eV/Å):
0.19 0.14 0.09
0.01 0.01 0.01

# 3
ORCA calculation (wB97M-V/def2-TZVPD) on a gas-phase ion, C7H7B2INO12 (charge -1).

## Properties
Net charge: -1
HOMO (eV): -6.90
Frontier orbital gap (eV): 8.64
Lowest unoccupied orbital energy (eV): 1.745

Positions of all 30 atoms, in Å:
1 C -1.370718 -1.340523 -3.496675
2 N -0.094756 -1.080016 -4.230341
3 C 0.761489 -2.260640 -4.216605
4 B 0.507660 0.082444 -3.609265
5 O 0.157921 1.309265 -4.068443
6 O 1.381636 0.025210 -2.483851
7 C 2.677127 -0.053485 -2.792861
8 O 3.083844 -0.227861 -3.926030
9 O 3.523029 0.107349 -1.781018
10 I 2.824563 -0.412376 0.090320
11 H -1.619483 -0.531743 -2.815448
12 H -1.256735 -2.243127 -2.903370
13 H -2.162529 -1.468034 -4.226155
14 H 0.161898 -3.129194 -4.482204
15 H 1.548253 -2.186700 -4.956412
16 H 1.204980 -2.479908 -3.240773
17 H 0.820598 1.958763 -3.823608
18 B -0.942115 1.076574 4.383305
19 O 0.278180 0.336509 3.952158
20 C 0.547211 0.658918 2.715262
21 O 1.472540 0.236658 2.063677
22 C -0.499625 1.660582 2.221842
23 O -0.536035 2.150344 1.132151
24 O -1.349552 1.882368 3.211060
25 O -2.007731 0.147501 4.794976
26 C -2.335608 0.405543 6.057640
27 O -3.167661 -0.169429 6.693149
28 C -1.460665 1.562691 6.548956
29 O -1.486387 2.054044 7.637401
30 O -0.661331 1.928274 5.551164

Forces on atoms 1 to 2 (eV/Å):
0.51 -0.06 -0.64
0.10 0.02 1.22

# 4
ORCA calculation (wB97M-V/def2-TZVPD) on a molecular structure, C7H7BiO6S.

## Properties
Net charge: +2
HOMO (spin up / spin down) (eV): -15.28 / -15.28
Relative energy (zero: lowest compared OMol25 entry of this formula, charge and spin) (kJ/mol): 220.6
Frontier orbital gap (spin up / spin down) (eV): 5.24 / 5.25
Lowest unoccupied orbital energy (spin up / spin down) (eV): -10.032 / -10.030

Positions of all 22 atoms, in Å:
1 O -0.517064 0.231142 -5.566716
2 C -0.272448 -0.036242 -4.468522
3 Bi 0.224761 -0.691101 -2.464372
4 C 0.690759 -1.837245 -0.407171
5 O 0.851740 -2.541322 0.493103
6 C 1.457005 1.547935 -1.221891
7 O 1.851039 1.854657 -0.170053
8 C -1.882268 0.393207 -1.509303
9 O -2.825968 0.623595 -0.922525
10 C 2.890635 -0.942045 -2.886727
11 O 4.011450 -1.136776 -2.747913
12 H 1.133991 1.775889 -2.243424
13 C 0.277276 0.550583 3.218296
14 S -0.399071 0.412545 1.566396
15 C -1.756073 -0.758370 1.836279
16 O -0.969270 1.771143 1.311442
17 H 0.836269 -0.375462 3.332128
18 H -0.559152 0.638554 3.918164
19 H 0.933736 1.425661 3.244373
20 H -1.405636 -1.411597 2.648484
21 H -2.633184 -0.153028 2.118042
22 H -1.938524 -1.341723 0.921910

Forces on atoms 1 to 2 (eV/Å):
0.94 -1.34 4.45
-1.88 3.15 -8.46

# 5
ORCA calculation (wB97M-V/def2-TZVPD) on 2 unconnected molecules or ions with the total composition C7H7Br3SSi.

## Properties
HOMO (spin up / spin down) (eV): -9.38 / -8.72
Frontier orbital gap (spin up / spin down) (eV): 6.88 / 6.49
Lowest unoccupied orbital energy (spin up / spin down) (eV): -2.499 / -2.231

Positions of all 19 atoms, in Å:
1 C 0.651965 -1.963272 -0.731801
2 C 0.527269 -1.716339 0.683638
3 C 0.620968 -0.924124 -1.652201
4 C 0.714449 -0.349858 1.108317
5 C 0.726764 0.441962 -1.168299
6 C 0.839340 0.726337 0.213927
7 C 1.235440 2.039287 0.757535
8 Si -2.580976 -0.118209 -0.248566
9 S 1.102229 3.373524 -0.479617
10 Br -4.633096 0.129569 -1.186688
11 Br -2.855253 -2.141455 0.803165
12 Br -2.525427 1.402272 1.338659
13 H 0.807177 -3.079534 -1.022996
14 H 0.825028 -2.409011 1.429416
15 H 0.394454 -1.021154 -2.734936
16 H 0.537469 0.017084 2.101486
17 H 0.813605 1.279158 -1.869906
18 H 0.581404 2.322171 1.567898
19 H 2.217189 1.991594 1.090963

Forces on atoms 1 to 2 (eV/Å):
-0.06 -2.20 1.32
2.53 3.32 -1.75

# 6
ORCA calculation (wB97M-V/def2-TZVPD) on a single C7H7BrF2 molecule.

## Properties
HOMO (eV): -9.17
Structure (SMILES): F[C@H]1C=CC=C[C@]1(F)CBr
Relative energy (zero: lowest compared OMol25 entry of this formula, charge and spin) (kJ/mol): 140.6
Frontier orbital gap (eV): 9.42
Lowest unoccupied orbital energy (eV): 0.254

Positions of all 17 atoms, in Å:
1 C -0.330295 -0.180603 -1.922571
2 C -0.629176 -1.263961 -1.063407
3 C 0.298364 0.930687 -1.500245
4 C -0.022826 -1.339870 0.118940
5 C 0.541517 1.203392 -0.011508
6 C 0.845866 -0.152270 0.585652
7 C 0.845664 0.069314 2.418093
8 F 1.610934 2.002701 0.138230
9 F 2.139245 -0.664417 0.351839
10 Br 1.064491 -1.532242 3.333993
11 H -0.460005 -0.369075 -3.031880
12 H -1.143718 -2.203425 -1.296376
13 H 0.841140 1.711985 -2.135484
14 H 0.080209 -2.304968 0.717477
15 H -0.318831 1.496008 0.537353
16 H -0.242760 0.463293 2.449028
17 H 1.720005 0.751159 2.343200

Forces on atoms 1 to 2 (eV/Å):
0.47 1.54 -2.79
-0.27 -2.18 1.86

| no. | strongest force on any atom (eV/A) |
| --- | --- |
| 1 | 1.36 |
| 2 | 0.25 |
| 3 | 1.41 |
| 4 | 9.22 |
| 5 | 4.52 |
| 6 | 5.90 |